Entry 1:
DFT (wB97M-V/def2-TZVPD) results for the molecule C5H13NS.

Output
E_LUMO	1.1	eV
HOMO	-8.46	eV
relative energy (zero: lowest compared OMol25 entry of this formula, charge and spin)	0.142	eV
charge	0
gap between HOMO and LUMO	9.514	eV
SMILES	CSCC[C@@H](C)N

Atoms and positions in Å:
C: 3.017 -1.345 0.280
S: 1.802 -0.030 0.514
C: 0.488 -0.649 -0.585
C: -0.516 0.436 -0.885
C: -1.692 0.525 0.085
C: -2.328 1.908 -0.016
N: -2.685 -0.482 -0.263
H: 3.083 -1.550 -0.791
H: 3.971 -0.965 0.618
H: 2.748 -2.241 0.830
H: 0.009 -1.482 -0.060
H: 0.939 -1.048 -1.486
H: -0.037 1.413 -0.917
H: -0.978 0.252 -1.856
H: -1.304 0.443 1.118
H: -1.697 2.636 0.518
H: -2.376 2.297 -1.029
H: -3.293 1.896 0.506
H: -3.565 -0.299 0.209
H: -2.434 -1.408 0.070

Entry 2:
DFT (wB97M-V/def2-TZVPD) results for a structure of composition C5H13NS in a non-equilibrium geometry.

Output
E_LUMO	-2.2	eV
HOMO	-8.82	eV
relative energy (zero: lowest compared OMol25 entry of this formula, charge and spin)	7.823	eV
charge	0
gap between HOMO and LUMO	6.630	eV

Atoms and positions in Å:
C: 0.839 2.755 3.644
N: -0.024 2.326 2.733
C: -0.316 0.667 -0.050
C: 0.416 -0.428 -0.754
C: 1.440 -0.172 -1.835
S: -0.763 -2.541 -2.365
C: -1.129 0.185 1.150
H: 1.150 3.775 3.912
H: 1.354 1.953 4.203
H: -0.411 2.452 3.768
H: -0.953 1.245 -0.722
H: 0.406 1.380 0.363
H: 0.785 -1.196 -0.065
H: -0.324 -1.173 -1.248
H: 2.017 -1.050 -2.124
H: 0.960 0.119 -2.772
H: 2.181 0.592 -1.587
H: -1.813 -0.637 0.935
H: -0.428 -0.143 1.919
H: -1.634 1.030 1.597

Entry 3:
DFT (wB97M-V/def2-TZVPD) results for a cluster of 2 separate species, C5H13NS in total in a non-equilibrium geometry.

Output
E_LUMO	-0.3	eV
HOMO	-8.90	eV
relative energy (zero: lowest compared OMol25 entry of this formula, charge and spin)	2.119	eV
charge	0
gap between HOMO and LUMO	8.601	eV
SMILES	CC(C)(C)N.C=S

Atoms and positions in Å:
C: 0.451 -1.011 -0.744
C: 0.541 -0.444 0.670
C: 1.883 0.338 1.011
C: 0.136 -1.409 1.786
N: -0.511 0.527 0.601
H: 0.905 -1.925 -0.911
H: -0.609 -1.086 -0.893
H: 0.821 -0.328 -1.534
H: 2.101 1.040 0.251
H: 2.870 -0.368 1.228
H: 1.683 0.926 1.841
H: 0.973 -2.017 2.241
H: -0.266 -0.830 2.628
H: -0.586 -2.155 1.305
H: -0.622 1.069 1.429
H: -0.373 1.161 -0.165
C: -2.402 1.626 -2.645
S: -1.053 1.357 -3.360
H: -2.979 2.497 -2.730
H: -2.963 1.030 -2.010

Entry 4:
DFT (wB97M-V/def2-TZVPD) results for a cluster of 2 separate species, C5H13NS in total in a non-equilibrium geometry.

Output
E_LUMO	0.5	eV
HOMO	-7.78	eV
relative energy (zero: lowest compared OMol25 entry of this formula, charge and spin)	7.509	eV
charge	0
gap between HOMO and LUMO	8.239	eV
SMILES	C=[SH](=C)N.C=CC

Atoms and positions in Å:
C: 2.307 -0.721 -0.962
S: 0.804 -0.309 -1.547
C: -0.113 -1.659 -1.435
N: 0.568 0.880 -2.855
H: 2.499 -1.535 -1.578
H: 3.105 0.133 -0.947
H: 0.308 0.583 -0.710
H: 0.584 -2.478 -1.697
H: -0.853 -1.689 -2.209
H: 0.628 1.912 -2.749
H: 0.880 0.678 -3.857
C: -0.706 1.848 1.613
C: -0.453 0.546 1.810
C: -1.186 -0.354 2.812
H: -0.282 2.409 0.799
H: -1.594 2.314 2.189
H: 0.370 -0.067 1.395
H: -2.318 -0.020 2.893
H: -0.531 -0.393 3.764
H: -1.145 -1.447 2.569

Entry 5:
DFT (wB97M-V/def2-TZVPD) results for the ion C5H13NS with charge +1 in a non-equilibrium geometry.

Output
E_LUMO (spin up / spin down)	-3.0 / -7.8	eV
expectation value of S²	0.754
HOMO (spin up / spin down)	-12.51 / -12.49	eV
relative energy (zero: lowest compared OMol25 entry of this formula, charge and spin)	0.541	eV
charge	+1
gap between HOMO and LUMO (spin up / spin down)	9.473 / 4.656	eV
spin multiplicity	2

Atoms and positions in Å:
C: -1.408 2.262 1.904
N: -1.427 1.038 1.108
C: -0.630 0.915 -0.082
C: -0.877 -0.415 -0.838
C: 0.289 -1.078 -1.593
S: 1.519 -1.951 -0.480
C: 0.887 1.071 0.376
H: -0.490 2.229 2.494
H: -1.409 3.120 1.234
H: -2.244 2.224 2.594
H: -2.358 0.641 0.958
H: -0.953 1.778 -0.681
H: -1.254 -1.139 -0.109
H: -1.681 -0.229 -1.557
H: -0.109 -1.873 -2.199
H: 0.827 -0.339 -2.174
H: 0.836 -3.109 -0.613
H: 1.150 2.105 0.609
H: 0.999 0.427 1.237
H: 1.471 0.910 -0.522

Entry 6:
DFT (wB97M-V/def2-TZVPD) results for a cluster of 3 separate species, C5H13NS2 in total in a non-equilibrium geometry.

Output
E_LUMO (spin up / spin down)	3.2 / 1.5	eV
expectation value of S²	0.755
HOMO (spin up / spin down)	-3.05 / -3.00	eV
relative energy (zero: lowest compared OMol25 entry of this formula, charge and spin)	0.543	eV
charge	-1
gap between HOMO and LUMO (spin up / spin down)	6.276 / 4.543	eV
spin multiplicity	2

Atoms and positions in Å:
C: 1.625 -0.962 1.157
C: 1.247 0.459 0.857
C: 1.721 1.521 1.508
N: 1.547 2.831 1.022
H: 2.550 -1.035 1.732
H: 0.810 -1.473 1.669
H: 1.737 -1.487 0.198
H: 0.575 0.560 0.009
H: 2.195 1.468 2.481
H: 1.248 3.557 1.652
H: 1.085 2.847 0.138
C: -2.934 -0.360 -1.409
C: -1.859 -1.012 -0.531
S: -1.711 -0.193 1.084
S: 1.334 -0.888 -2.414
H: -2.838 0.722 -1.353
H: -3.939 -0.649 -1.096
H: -2.812 -0.699 -2.440
H: -0.883 -0.991 -1.044
H: -2.075 -2.067 -0.354
H: 1.379 -2.149 -2.868

Entry 7:
DFT (wB97M-V/def2-TZVPD) results for the molecule C5H13NS2 in a non-equilibrium geometry.

Output
E_LUMO	0.6	eV
HOMO	-8.42	eV
relative energy (zero: lowest compared OMol25 entry of this formula, charge and spin)	3.112	eV
charge	0
gap between HOMO and LUMO	8.970	eV
SMILES	CCNCCCSS

Atoms and positions in Å:
C: 0.177 -2.791 2.988
C: -0.754 -2.209 1.741
N: -1.457 -1.058 2.309
C: -1.703 0.022 1.400
C: -0.507 0.681 0.554
C: -0.851 1.099 -0.871
S: 0.472 0.378 -2.085
S: 1.956 1.807 -1.980
H: 0.236 -2.046 3.888
H: 1.207 -2.848 2.581
H: -0.307 -3.710 3.205
H: -1.463 -3.043 1.318
H: 0.105 -1.948 0.918
H: -2.110 -1.464 2.902
H: -2.330 -0.278 0.655
H: -2.290 0.782 1.909
H: 0.401 -0.078 0.784
H: 0.054 1.374 1.170
H: -0.679 2.148 -0.926
H: -1.736 0.672 -1.114
H: 2.083 2.086 -3.291

Entry 8:
DFT (wB97M-V/def2-TZVPD) results for a cluster of 2 separate species, C5H13O2 in total in a non-equilibrium geometry.

Output
E_LUMO	3.9	eV
HOMO	-2.49	eV
relative energy (zero: lowest compared OMol25 entry of this formula, charge and spin)	2.742	eV
charge	-1
gap between HOMO and LUMO	6.407	eV

Atoms and positions in Å:
C: -0.567 0.803 1.587
O: -1.634 1.307 1.257
C: 0.557 0.894 0.328
C: 1.911 -0.029 0.114
C: 1.941 -0.701 -1.184
C: 1.296 -2.175 -0.898
H: -0.183 1.222 2.625
H: -0.678 -0.346 1.673
H: 1.050 1.828 0.474
H: -0.051 0.918 -0.593
H: 2.239 -0.705 0.912
H: 2.649 0.822 0.046
H: 3.018 -0.881 -1.520
H: 1.451 -0.182 -2.032
H: 1.707 -2.736 -0.138
H: 1.428 -2.578 -1.914
H: 0.136 -2.244 -0.849
H: -3.213 1.064 -0.827
H: -2.493 -0.228 -0.170
O: -3.103 0.105 -0.928

Entry 9:
DFT (wB97M-V/def2-TZVPD) results for a cluster of 2 separate species, C5H13O2 in total in a non-equilibrium geometry.

Output
E_LUMO	3.8	eV
HOMO	-3.44	eV
relative energy (zero: lowest compared OMol25 entry of this formula, charge and spin)	0.433	eV
charge	-1
gap between HOMO and LUMO	7.283	eV

Atoms and positions in Å:
C: -0.179 -1.164 -1.423
O: -1.227 -1.821 -0.692
C: 0.695 -0.249 -0.557
C: -0.060 0.671 0.384
C: 0.868 1.535 1.255
C: -1.023 1.591 -0.392
H: -0.685 -0.653 -2.246
H: 0.439 -1.939 -1.904
H: 1.317 -0.931 0.015
H: 1.365 0.290 -1.267
H: -0.632 -0.013 0.998
H: 0.209 1.875 2.058
H: 1.485 2.258 0.734
H: 1.497 0.842 1.834
H: -0.400 2.253 -1.003
H: -1.567 0.934 -1.068
H: -1.758 2.189 0.146
H: 0.683 -2.960 1.370
H: -0.840 -2.117 0.231
O: -0.186 -2.590 1.526

Entry 10:
DFT (wB97M-V/def2-TZVPD) results for a cluster of 3 separate species, C5H13O3 in total in a non-equilibrium geometry.

Output
E_LUMO	3.8	eV
HOMO	-4.35	eV
relative energy (zero: lowest compared OMol25 entry of this formula, charge and spin)	0.995	eV
charge	-1
gap between HOMO and LUMO	8.104	eV

Atoms and positions in Å:
C: -1.224 -1.061 -0.505
O: -0.888 -2.010 0.423
C: -1.862 0.259 0.020
C: -0.974 1.247 0.841
C: -0.353 2.174 -0.106
C: -0.141 3.464 0.158
H: -0.300 -0.669 -1.000
H: -2.064 -1.526 -1.116
H: -2.714 0.099 0.722
H: -2.255 0.931 -0.852
H: -1.646 1.798 1.527
H: -0.306 0.622 1.504
H: 0.137 1.844 -1.043
H: -0.609 4.051 1.007
H: 0.430 4.212 -0.414
H: 3.056 -2.364 -1.898
H: 2.427 -1.476 -0.715
O: 3.061 -1.416 -1.467
H: 1.723 -1.545 1.701
H: 0.207 -1.989 0.712
O: 1.482 -1.634 0.722